{
  "formula": "C2H4N3",
  "method": "ωB97M-V/def2-TZVPD",
  "total_charge": 1,
  "smiles": "[H]/N=N/[N+]#CC",
  "gap_ev": 8.75,
  "lumo_ev": -6.2800,
  "species": ["C", "C", "N", "N", "N", "H", "H", "H", "H"],
  "xyz": [[-0.4574, 0.2879, 0.0370], [-1.2417, 1.4180, -0.2113], [0.3596, -0.5597, 0.1086], [1.3250, -1.2570, 0.5615], [1.7498, -2.3110, 0.1035], [-0.5970, 1.9158, -1.1405], [-1.3507, 1.9705, 0.7100], [-2.2708, 1.2542, -0.7483], [2.4833, -2.7188, 0.5795]],
  "forces_ev_per_a": [[3.088, -3.487, -0.160], [-1.063, 1.288, -3.721], [-4.572, 2.738, -1.985], [4.241, -1.782, 3.357], [-4.402, 1.627, -3.448], [-1.412, -0.604, 2.601], [0.051, 0.716, -0.059], [1.846, -0.171, 1.278], [2.224, -0.324, 2.136]],
  "mulliken_charge": [0.528, -0.824, 0.615, -0.337, -0.264, 0.324, 0.298, 0.355, 0.306]
}

---

{
  "formula": "C35H49N2O5S3SeSi2Ti",
  "method": "ωB97M-V/def2-TZVPD",
  "total_charge": 1,
  "gap_ev": 6.12,
  "lumo_ev": -2.5734,
  "species": ["Ti", "O", "S", "C", "C", "C", "C", "S", "O", "C", "C", "C", "C", "C", "C", "C", "C", "C", "C", "C", "C", "H", "H", "H", "H", "H", "H", "H", "H", "H", "H", "H", "H", "H", "H", "H", "H", "H", "H", "C", "Si", "C", "C", "C", "C", "C", "C", "C", "Si", "C", "C", "H", "H", "H", "H", "H", "H", "H", "H", "H", "H", "H", "H", "H", "H", "H", "H", "C", "S", "C", "O", "H", "H", "H", "H", "H", "H", "Se", "C", "C", "C", "N", "C", "C", "H", "H", "H", "H", "N", "C", "C", "O", "O", "H", "H", "H", "H", "H"],
  "xyz": [[-0.3190, -0.2288, -0.2555], [1.6255, -0.1101, -0.6230], [2.8714, -0.4614, 0.2373], [3.7810, -1.4920, -0.9112], [2.9423, -2.7194, -1.2690], [2.4530, -3.5533, -0.0878], [1.3290, -4.5136, -0.4705], [-0.1022, -3.5908, -1.0790], [-0.2540, -2.4576, -0.0547], [-1.4329, -4.7013, -0.7451], [-1.7810, -5.0223, 0.5652], [-2.8988, -5.8054, 0.7879], [-3.6570, -6.2592, -0.2895], [-3.3042, -5.9319, -1.5875], [-2.1870, -5.1375, -1.8234], [3.8123, 1.0268, 0.2792], [3.3584, 2.1669, -0.3602], [4.1143, 3.3260, -0.2426], [5.2889, 3.3260, 0.4935], [5.7221, 2.1711, 1.1342], [4.9743, 1.0096, 1.0428], [4.7115, -1.7376, -0.3919], [4.0041, -0.8969, -1.7969], [3.5230, -3.3372, -1.9575], [2.0918, -2.3505, -1.8430], [2.0681, -2.9123, 0.7087], [3.2672, -4.1363, 0.3481], [1.0244, -5.1393, 0.3676], [1.6026, -5.1589, -1.3098], [-1.1873, -4.6612, 1.3934], [-3.1756, -6.0788, 1.7975], [-4.5256, -6.8784, -0.1095], [-3.8954, -6.2873, -2.4200], [-1.9142, -4.8603, -2.8329], [2.4356, 2.1640, -0.9244], [3.7762, 4.2320, -0.7257], [5.8680, 4.2349, 0.5804], [6.6332, 2.1818, 1.7160], [5.2926, 0.1134, 1.5619], [-3.2362, 2.1325, -0.4821], [-1.4436, 2.0341, -1.0264], [-0.3366, 3.5271, -0.7332], [-1.6031, 2.1152, -2.9058], [-2.1544, 3.2556, -3.5160], [-2.2497, 3.3572, -4.8894], [-1.7931, 2.3154, -5.6951], [-1.2550, 1.1884, -5.1071], [-1.1570, 1.0771, -3.7097], [-0.4984, -0.4808, -2.9130], [-1.6162, -1.8146, -3.6533], [1.2005, -0.7868, -3.6860], [-3.6161, 3.1404, -0.6675], [-3.3913, 1.9034, 0.5702], [-3.8146, 1.4556, -1.1158], [-0.9475, 4.4322, -0.7896], [0.3775, 3.5777, -1.5578], [0.1795, 3.5268, 0.2251], [-2.5122, 4.0816, -2.9104], [-2.6761, 4.2430, -5.3428], [-1.8616, 2.3889, -6.7728], [-0.9104, 0.3824, -5.7467], [-1.4599, -1.7908, -4.7354], [-2.6668, -1.5966, -3.4680], [-1.4038, -2.8311, -3.3213], [1.1554, -0.4274, -4.7168], [1.4556, -1.8488, -3.7297], [2.0077, -0.2509, -3.1887], [0.9514, -0.1228, 4.3067], [-0.0880, -0.8845, 3.0845], [0.5382, -2.5501, 3.2807], [0.5210, -0.4868, 1.7343], [1.9904, -0.3418, 4.0623], [0.6773, -0.5491, 5.2720], [0.7417, 0.9431, 4.2769], [0.1850, -2.9523, 4.2298], [1.6271, -2.5538, 3.2420], [0.1308, -3.1246, 2.4535], [-0.8386, 2.0168, 2.3804], [-2.1311, 3.3033, 2.8843], [-3.1162, 3.0071, 3.8289], [-4.0576, 3.9627, 4.1692], [-4.1047, 5.1880, 3.6489], [-3.1565, 5.4753, 2.7598], [-2.1681, 4.5927, 2.3547], [-3.1487, 2.0317, 4.2984], [-4.8211, 3.7253, 4.9030], [-3.1837, 6.4769, 2.3435], [-1.4247, 4.9164, 1.6409], [-5.2262, -2.2397, 0.8196], [-4.0701, -1.5661, 1.4011], [-3.0822, -1.2167, 0.3036], [-3.3839, -1.6208, -0.8923], [-2.0628, -0.5850, 0.5703], [-6.0935, -1.7490, 0.9876], [-5.3264, -3.1925, 1.1411], [-4.2808, -2.0389, -0.7767], [-3.5317, -2.1854, 2.1228], [-4.3118, -0.6324, 1.9136]],
  "forces_ev_per_a": [[0.812, 0.452, 0.906], [0.482, 0.134, 0.311], [-0.778, 0.089, -0.161], [0.200, -0.103, -0.043], [-0.002, 0.125, -0.082], [-0.101, -0.027, 0.081], [0.072, -0.178, -0.036], [0.148, 0.643, 0.108], [-0.070, -0.178, -0.466], [-0.104, -0.073, 0.107], [-0.032, -0.030, -0.125], [0.002, -0.012, -0.003], [-0.020, -0.022, 0.037], [0.063, 0.023, -0.037], [-0.042, -0.100, 0.045], [0.136, -0.017, -0.041], [0.058, 0.087, -0.042], [-0.019, -0.013, 0.000], [0.009, -0.009, 0.003], [-0.009, 0.002, 0.001], [0.017, 0.118, -0.042], [0.013, -0.046, -0.053], [0.036, 0.003, 0.014], [0.022, 0.001, 0.018], [-0.006, -0.021, 0.025], [0.016, 0.031, -0.011], [0.016, -0.016, -0.035], [0.000, 0.027, 0.041], [0.034, -0.067, 0.065], [0.029, 0.037, 0.043], [-0.003, 0.002, 0.013], [-0.008, -0.004, 0.003], [-0.010, 0.000, -0.006], [0.000, 0.000, 0.001], [-0.003, -0.060, 0.028], [-0.014, 0.013, -0.007], [0.008, 0.011, -0.002], [0.008, -0.008, 0.008], [-0.022, -0.026, 0.010], [-0.018, 0.064, 0.240], [0.265, -0.205, -0.694], [0.073, 0.093, 0.203], [-0.223, 0.330, -0.042], [0.035, -0.064, 0.069], [0.010, -0.025, -0.110], [-0.016, 0.046, 0.032], [0.018, -0.017, 0.103], [0.063, -0.062, -0.370], [-0.217, 0.184, 0.278], [0.008, -0.190, -0.014], [0.066, -0.145, -0.107], [0.001, 0.017, 0.006], [-0.023, 0.010, 0.082], [-0.025, -0.055, 0.030], [-0.033, 0.039, -0.024], [0.058, 0.010, -0.014], [-0.014, 0.001, -0.071], [0.000, 0.007, 0.049], [-0.006, 0.014, 0.003], [-0.007, 0.011, -0.015], [0.023, -0.031, -0.005], [-0.031, -0.009, -0.034], [-0.028, 0.015, 0.027], [-0.016, 0.076, -0.041], [0.020, -0.024, -0.035], [0.010, -0.001, -0.025], [0.000, 0.054, 0.031], [0.089, 0.004, 0.086], [-0.124, 0.105, -0.447], [0.087, -0.147, 0.073], [0.008, -0.329, 0.206], [0.009, 0.025, 0.017], [0.021, 0.017, 0.036], [0.022, 0.003, 0.019], [0.014, -0.016, 0.022], [0.005, -0.012, -0.003], [-0.018, -0.036, -0.046], [0.221, -0.239, -0.316], [-0.336, 0.171, 0.023], [0.021, -0.101, -0.049], [-0.049, 0.024, 0.028], [0.045, -0.065, -0.001], [-0.022, 0.070, -0.009], [0.067, -0.061, -0.022], [0.017, -0.010, -0.012], [-0.015, 0.016, 0.012], [-0.002, 0.011, -0.009], [0.038, -0.004, -0.063], [0.150, 0.028, 0.004], [-0.017, 0.031, -0.123], [-0.250, 0.022, 0.280], [0.076, 0.126, 0.226], [-0.871, -0.521, -0.054], [0.028, 0.018, -0.024], [-0.004, 0.031, 0.018], [-0.080, -0.080, -0.057], [-0.012, 0.019, -0.023], [-0.046, -0.029, -0.023]],
  "mulliken_charge": [-0.052, -0.563, 0.768, -1.275, 0.735, 0.136, -1.344, 0.383, 0.521, 0.753, -0.199, -0.926, -0.491, -0.839, -0.631, 0.404, -0.186, -0.935, -0.507, -0.764, -0.533, 0.601, 0.544, 0.668, -1.205, -0.484, 0.671, 0.555, 0.519, 0.143, 0.468, 0.435, 0.450, 0.409, 0.223, 0.468, 0.411, 0.412, 0.455, -1.266, 0.826, -1.515, 0.363, -0.703, -0.728, -0.876, -0.712, 0.870, 1.466, -1.114, -1.118, 0.491, 0.149, 0.401, 0.429, 0.485, 0.443, 0.310, 0.431, 0.415, 0.308, 0.569, 0.262, -0.126, 0.637, 0.310, -0.042, -1.137, 0.715, -0.843, -0.869, 0.318, 0.439, 0.373, 0.562, 0.315, -0.188, -0.374, 0.300, -0.349, -0.396, -0.624, -0.421, -0.188, 0.368, 0.344, 0.362, 0.366, -0.598, -0.252, 0.017, -0.340, 0.453, 0.212, 0.211, 0.475, 0.298, 0.290]
}

---

{
  "formula": "C6H13N3",
  "method": "ωB97M-V/def2-TZVPD",
  "gap_ev": [8.04, 8.04],
  "lumo_ev": [-0.4068, -0.4063],
  "species": ["C", "C", "C", "C", "C", "N", "N", "C", "N", "H", "H", "H", "H", "H", "H", "H", "H", "H", "H", "H", "H", "H"],
  "xyz": [[-0.9473, 0.2599, 0.1515], [1.3439, 0.0610, 0.6675], [-1.2299, 0.7053, 1.5614], [-1.2178, -1.1711, -0.1549], [-1.3825, 1.2419, -0.8967], [1.1374, 0.4224, -0.6158], [1.3589, -0.5414, -1.5124], [3.4053, -0.5220, 0.6735], [3.7809, -1.2823, -0.1295], [1.5428, -0.1567, -2.4296], [2.0662, -1.2470, -1.2300], [1.3671, 0.8704, 1.3813], [1.2158, -0.9549, 1.0224], [-0.8279, 0.0235, 2.3091], [-2.3191, 0.7146, 1.6948], [-0.8689, 1.7147, 1.7522], [-1.0771, -1.8232, 0.7061], [-2.2444, -1.2836, -0.5170], [-0.5588, -1.5103, -0.9678], [-2.4692, 1.3764, -0.8136], [-1.1602, 0.8875, -1.9015], [-0.9152, 2.2148, -0.7512]],
  "forces_ev_per_a": [[0.242, -0.038, -0.404], [0.453, -0.178, -0.190], [0.181, 0.002, 0.021], [0.209, -0.019, -0.034], [-0.007, 0.021, 0.049], [-0.159, 0.223, 0.597], [-0.076, -0.588, -0.092], [-0.460, -0.083, -0.369], [0.029, 0.240, 0.326], [-0.101, 0.033, 0.140], [-0.235, 0.419, 0.019], [-0.128, -0.091, -0.030], [-0.034, -0.012, -0.019], [0.049, -0.003, -0.020], [0.034, 0.010, -0.106], [-0.005, 0.017, 0.008], [-0.031, 0.044, 0.044], [0.027, 0.054, 0.009], [-0.058, 0.057, 0.014], [0.044, -0.051, 0.012], [0.016, -0.023, 0.015], [0.008, -0.033, 0.008]],
  "mulliken_charge": [1.341, -0.747, -1.714, -1.417, -1.452, -0.126, -0.384, 0.065, -0.602, 0.206, 0.303, 0.467, 0.454, 0.413, 0.449, 0.408, 0.374, 0.426, 0.391, 0.425, 0.365, 0.352]
}

---

{
  "formula": "C5H11IN3",
  "method": "ωB97M-V/def2-TZVPD",
  "total_charge": 1,
  "gap_ev": 8.57,
  "lumo_ev": -4.3312,
  "species": ["C", "C", "C", "C", "C", "N", "N", "N", "I", "H", "H", "H", "H", "H", "H", "H", "H", "H", "H", "H"],
  "xyz": [[0.3670, 0.1799, 0.0244], [-0.4557, -1.0328, 1.7293], [1.0266, -1.4043, 1.4984], [-1.9827, 0.6382, 0.5685], [0.4094, 0.6850, -2.6752], [-0.7068, 0.0012, 0.7135], [1.3879, -0.5598, 0.3537], [0.3673, 1.4865, -1.4973], [1.9666, 2.7018, -1.1671], [-1.1288, -1.8778, 1.5669], [-0.6403, -0.6236, 2.7247], [1.6579, -1.1702, 2.3576], [1.1613, -2.4560, 1.2373], [-1.9133, 1.4008, -0.2033], [-2.7400, -0.0985, 0.2933], [-2.2760, 1.1030, 1.5114], [1.3337, 0.1271, -2.8500], [-0.4404, 0.0010, -2.6689], [0.2797, 1.3791, -3.5147], [2.3266, -0.4807, -0.0024]],
  "forces_ev_per_a": [[0.349, 3.083, -3.894], [-0.068, -0.284, 0.325], [0.161, -0.410, 0.324], [-0.663, 0.373, -0.149], [0.310, -0.568, -0.893], [0.310, -0.310, 0.251], [0.107, -0.122, 0.160], [-0.699, -2.011, 4.107], [0.236, -0.059, -0.067], [0.054, 0.092, 0.010], [0.012, -0.035, -0.091], [-0.094, -0.011, -0.082], [-0.058, 0.124, 0.087], [0.007, -0.031, 0.019], [0.051, 0.032, -0.001], [0.064, -0.024, -0.044], [-0.011, -0.013, 0.038], [0.000, 0.025, -0.020], [0.012, -0.028, 0.086], [-0.081, 0.176, -0.167]],
  "mulliken_charge": [0.372, -0.537, -0.504, -0.944, -0.770, 0.090, -0.083, -0.409, 0.217, 0.332, 0.339, 0.318, 0.309, 0.354, 0.333, 0.325, 0.351, 0.330, 0.334, 0.243]
}

---

{
  "formula": "C5H4S",
  "method": "ωB97M-V/def2-TZVPD",
  "gap_ev": 9.11,
  "lumo_ev": -0.3176,
  "species": ["C", "C", "C", "C", "C", "H", "H", "H", "H", "S"],
  "xyz": [[-1.5718, 0.5184, -0.1852], [-0.2210, 0.2626, -0.1267], [0.9430, 0.0178, -0.0817], [2.2907, -0.3458, -0.0256], [3.4776, -0.6360, -0.2161], [-2.9269, -0.8153, 1.5162], [-1.9894, 1.0946, 0.6438], [-1.8231, 1.1758, -0.9196], [4.5576, -0.5534, -0.3457], [-2.7367, -0.7186, -0.2592]],
  "forces_ev_per_a": [[-1.524, 1.771, 2.220], [1.666, -0.485, 0.274], [2.009, -0.851, 0.372], [2.311, -0.418, -1.094], [-2.142, 1.425, 0.588], [0.320, -0.083, -4.142], [0.918, 0.291, 0.369], [-0.340, 1.846, -2.749], [-0.915, -0.498, 0.173], [-2.304, -2.998, 3.988]],
  "mulliken_charge": [-0.967, 0.244, 0.363, -0.244, -0.391, 0.128, 0.334, 0.347, 0.378, -0.192]
}

---

{
  "formula": "H8SSi3",
  "method": "ωB97M-V/def2-TZVPD",
  "gap_ev": 6.74,
  "lumo_ev": -1.5123,
  "species": ["Si", "Si", "Si", "S", "H", "H", "H", "H", "H", "H", "H", "H"],
  "xyz": [[2.6955, -0.8701, -0.7850], [-2.9170, 1.6451, 0.5188], [0.6572, -0.9319, 0.2255], [0.1758, 1.0671, 0.6076], [2.7897, -2.1049, -1.5254], [2.3016, 0.0796, -1.7795], [3.5071, -0.7843, 0.3014], [-3.3858, 0.2959, 0.1970], [-2.8705, 2.6564, -0.5701], [-3.0698, 2.2806, 1.9253], [-0.3291, -1.4911, -0.5587], [0.4453, -1.8424, 1.4432]],
  "forces_ev_per_a": [[-2.455, -1.026, -1.298], [2.919, 0.398, 0.931], [-0.158, -0.263, 2.258], [-2.088, 1.249, 0.146], [0.464, -0.746, -0.210], [0.589, 1.159, -0.504], [2.305, 0.680, 1.690], [-0.253, 0.106, 0.123], [-0.200, -0.366, 0.252], [-0.090, -0.770, -1.252], [-1.569, -0.907, -1.796], [0.536, 0.484, -0.340]],
  "mulliken_charge": [0.374, 0.394, 0.349, -0.469, -0.123, -0.080, -0.107, -0.012, -0.006, 0.008, -0.190, -0.139]
}

---

no.,molar mass (g mol⁻¹)
1,70.08
2,856.99
3,127.19
4,240.07
5,96.15
6,124.39